{"formula": "C18H15BCdF4N4S", "method": "ωB97M-V/def2-TZVPD", "gap_ev": 7.1514, "largest_force_ha_per_bohr": 0.038, "relative_energy_kj_mol": 38.1, "symbols": ["Cd", "C", "C", "C", "C", "C", "C", "N", "C", "C", "C", "C", "C", "N", "C", "C", "C", "C", "C", "C", "N", "H", "H", "H", "H", "H", "H", "H", "H", "H", "H", "H", "H", "H", "H", "H", "S", "C", "N", "F", "B", "F", "F", "F"], "positions_angstrom": [[0.02, -0.38, 0.73], [-2.97, -1.98, 0.86], [-3.24, -0.56, 0.51], [-4.55, -0.08, 0.33], [-4.74, 1.24, -0.02], [-3.64, 2.07, -0.15], [-2.37, 1.55, 0.10], [-2.20, 0.26, 0.38], [-1.16, 2.39, 0.13], [-1.20, 3.78, 0.27], [-0.01, 4.48, 0.35], [1.19, 3.79, 0.28], [1.16, 2.40, 0.14], [0.00, 1.75, 0.06], [2.38, 1.56, 0.13], [3.64, 2.09, -0.14], [4.75, 1.25, -0.03], [4.56, -0.07, 0.34], [3.26, -0.54, 0.53], [2.99, -1.97, 0.86], [2.21, 0.27, 0.42], [-3.88, -2.48, 1.17], [-2.22, -2.02, 1.65], [-2.56, -2.50, -0.01], [-5.39, -0.75, 0.48], [-5.74, 1.62, -0.20], [-3.77, 3.10, -0.44], [-2.14, 4.30, 0.36], [-0.01, 5.55, 0.49], [2.13, 4.32, 0.36], [3.77, 3.11, -0.45], [5.74, 1.63, -0.22], [5.40, -0.73, 0.46], [3.90, -2.47, 1.18], [2.59, -2.47, -0.02], [2.24, -2.03, 1.65], [0.03, -4.50, -1.59], [0.02, -3.06, -0.95], [0.01, -1.96, -0.51], [-0.08, -0.14, 4.82], [0.01, -0.18, 3.49], [-1.05, 0.50, 2.85], [1.19, 0.40, 3.00], [-0.02, -1.50, 2.96]], "mulliken_charge": [1.130, -1.445, 0.946, -0.868, -0.500, -0.763, 0.848, 0.304, 0.399, -0.866, -0.686, -0.858, 0.402, -0.056, 0.824, -0.800, -0.490, -0.887, 0.980, -1.480, 0.337, 0.429, 0.244, 0.196, 0.411, 0.431, 0.358, 0.335, 0.431, 0.332, 0.363, 0.433, 0.419, 0.439, 0.202, 0.247, -0.454, 0.572, -0.822, -0.288, 0.276, -0.300, -0.317, -0.407]}



{"formula": "C3H10N4O", "method": "ωB97M-V/def2-TZVPD", "gap_ev": 9.6034, "largest_force_ha_per_bohr": 0.059, "relative_energy_kj_mol": 410.3, "symbols": ["H", "N", "C", "N", "N", "N", "C", "O", "C", "H", "H", "H", "H", "H", "H", "H", "H", "H"], "positions_angstrom": [[-1.12, 0.26, 2.63], [-0.50, -0.38, 2.11], [-0.36, 0.00, 0.89], [-0.73, 1.17, 0.26], [-1.32, 2.18, 1.04], [0.34, -0.82, -0.07], [1.18, -1.87, 0.56], [0.99, -0.12, -1.05], [0.22, -0.24, -2.24], [-0.02, 1.46, -0.38], [-0.68, 2.86, 1.32], [-2.04, 2.53, 0.42], [2.09, -1.47, 1.00], [0.46, -2.21, 1.27], [1.37, -2.56, -0.24], [0.34, -1.26, -2.60], [0.63, 0.54, -2.90], [-0.84, -0.06, -2.01]], "mulliken_charge": [0.264, -0.711, 0.304, 0.097, -0.708, 0.099, -0.934, -0.401, -0.490, 0.290, 0.194, 0.244, 0.282, 0.388, 0.308, 0.237, 0.245, 0.292]}



{"formula": "C4H2N2O", "method": "ωB97M-V/def2-TZVPD", "gap_ev": 10.2758, "largest_force_ha_per_bohr": 0.151, "relative_energy_kj_mol": 68.4, "symbols": ["N", "C", "C", "C", "N", "C", "O", "H", "H"], "positions_angstrom": [[-1.80, 1.88, -1.42], [-1.16, 0.99, -0.86], [-0.26, 0.04, -0.16], [-0.50, -0.97, 0.76], [0.79, -1.38, 1.24], [1.59, -0.61, 0.61], [0.99, 0.20, -0.33], [-1.51, -1.29, 1.17], [2.62, -0.51, 0.59]], "mulliken_charge": [-0.436, 0.092, 0.610, -0.231, -0.477, -0.007, -0.309, 0.322, 0.436]}



no.,energy (a.u.),HOMO energy (Ha)
1,-1904.52298,-0.295
2,-414.45694,-0.322
3,-338.31537,-0.369